DFT (ωB97M-V/def2-TZVPD) results for 2 unconnected molecules or ions with the total composition C40H38N2O5 in a non-equilibrium geometry.

HOMO-LUMO gap	5.047	eV
relative energy (zero: lowest compared OMol25 entry of this formula, charge and spin)	17.2	kJ/mol
molar mass	626.8	g/mol
HOMO energy	-0.24123	Eh
E	-2032.6809	Ha
maximum force	2.4	eV/Å

Last column: Mulliken charge in e.
Element x y z (Å)
C  2.5471  5.3207  1.7987  -0.946
O  3.2869  4.0937  1.6380  -0.303
C  2.6728  2.9189  1.9620  0.887
C  3.5105  1.8149  2.2405  -1.123
C  2.9660  0.5640  2.4356  -0.357
C  1.5565  0.3282  2.2693  0.934
C  1.0051  -0.9855  2.2358  1.479
C  -0.4173  -1.1673  2.5270  -0.199
O  -1.3291  -0.6004  1.9461  -0.681
O  -0.7493  -2.1025  3.4799  -0.326
C  0.3278  -2.6359  4.2866  1.456
C  0.8761  -1.6016  5.2534  -1.253
C  -0.2265  -3.8628  5.0073  -1.743
O  1.3593  -3.0959  3.3834  -0.366
C  1.8723  -2.1337  2.5390  -0.301
O  2.9535  -2.3454  2.0127  -0.654
C  0.7326  1.4793  2.0570  -1.152
C  1.2710  2.7525  1.9480  -0.618
H  3.2610  6.1031  1.5380  0.201
H  1.6882  5.3521  1.1141  0.332
H  2.2083  5.4308  2.8387  0.406
H  4.5865  1.9749  2.2817  0.424
H  3.6205  -0.2782  2.6622  0.373
H  1.1822  -0.6803  4.7403  0.171
H  0.1027  -1.3628  5.9940  0.418
H  1.7372  -2.0351  5.7795  0.348
H  -0.6996  -4.5361  4.2853  0.402
H  0.5878  -4.3864  5.5197  0.386
H  -0.9713  -3.5454  5.7456  0.368
H  -0.3411  1.3274  1.9568  0.457
H  0.6094  3.6104  1.8207  0.363
C  3.0045  2.1100  -4.8001  -1.730
N  3.2308  2.1148  -3.3559  0.015
C  3.5207  3.3636  -2.7651  0.180
C  2.9336  4.5292  -3.3051  -0.238
C  3.0366  5.7415  -2.6246  -0.708
C  3.7994  5.8320  -1.4532  -0.514
C  4.4952  4.7091  -0.9969  -0.435
C  4.3888  3.4928  -1.6653  -0.290
C  2.7240  1.0288  -2.6450  1.465
C  3.1395  0.6945  -1.3336  -0.771
C  2.5530  -0.3554  -0.6565  -0.877
C  1.3584  -0.9633  -1.1183  -0.237
C  0.5848  -1.7844  -0.2282  -0.290
C  -0.7759  -2.1063  -0.5250  0.316
C  -1.3934  -3.2903  -0.0400  -0.045
C  -2.6546  -3.6646  -0.4704  -0.426
C  -3.3526  -2.8705  -1.3974  -0.577
N  -4.6117  -3.2751  -1.9179  0.228
C  -4.6816  -3.3795  -3.3802  -1.157
C  -5.7547  -2.8138  -1.2434  0.602
C  -6.7103  -2.0297  -1.9138  -0.189
C  -7.6713  -1.3414  -1.1711  -0.606
C  -7.7742  -1.5468  0.2105  -0.478
C  -6.8923  -2.4257  0.8585  -0.615
C  -5.8598  -3.0306  0.1435  -0.338
C  -2.8043  -1.6411  -1.8031  -0.355
C  -1.5761  -1.2385  -1.3185  -1.333
C  1.0336  -0.7108  -2.4884  -0.991
C  1.7294  0.2149  -3.2406  -0.227
H  3.2132  1.1080  -5.1898  0.507
H  1.9691  2.3789  -5.0514  0.471
H  3.6849  2.8228  -5.2741  0.446
H  2.3600  4.4662  -4.2343  0.376
H  2.5179  6.6195  -3.0114  0.361
H  3.8707  6.7740  -0.9074  0.428
H  5.1476  4.7778  -0.1290  0.348
H  5.0003  2.6489  -1.3501  0.626
H  3.9431  1.2383  -0.8513  -0.101
H  2.9748  -0.7092  0.2837  0.824
H  1.1431  -2.4819  0.3971  0.846
H  -0.8481  -3.9110  0.6726  0.455
H  -3.1313  -4.5781  -0.1130  0.551
H  -5.5941  -3.9196  -3.6532  0.400
H  -4.6817  -2.3935  -3.8659  0.408
H  -3.8086  -3.9444  -3.7242  0.263
H  -6.6389  -1.8968  -2.9963  0.331
H  -8.3381  -0.6456  -1.6842  0.353
H  -8.5460  -1.0278  0.7817  0.349
H  -6.9975  -2.6284  1.9249  0.371
H  -5.1204  -3.6656  0.6326  0.319
H  -3.3755  -0.9978  -2.4792  0.377
H  -1.2128  -0.2416  -1.5695  0.874
H  0.2075  -1.2353  -2.9725  0.604
H  1.4536  0.3630  -4.2876  0.452

Atomic forces in eV per Å
0.223 -0.748 -0.139
-0.161 0.483 0.536
-0.449 -0.439 -0.108
-0.494 0.779 -0.113
-0.953 -0.369 -0.226
0.871 2.167 -0.721
-0.559 -1.325 0.605
-0.769 0.253 -0.394
0.541 -0.427 0.830
0.378 -0.135 0.190
-0.208 -0.158 -0.758
0.014 0.096 0.197
0.091 0.232 -0.248
-0.114 0.417 0.103
0.266 -0.153 -0.210
-0.772 -0.012 0.482
0.507 -0.739 0.187
0.739 0.039 0.036
-0.211 -0.019 0.090
0.220 0.079 0.136
0.060 -0.005 -0.246
-0.214 -0.014 0.059
-0.173 0.290 -0.140
-0.055 -0.278 0.213
0.178 0.017 -0.203
-0.190 0.154 -0.152
0.134 0.130 0.133
-0.148 0.124 -0.121
0.145 -0.060 -0.193
0.314 0.138 0.029
0.206 -0.300 -0.063
-0.035 0.038 0.133
0.346 -0.451 -0.614
0.235 0.685 0.254
-0.109 -0.269 0.357
0.334 -0.113 0.120
-0.049 -0.205 -0.092
0.001 0.209 -0.368
-0.245 0.021 -0.191
-0.229 0.032 0.469
0.069 -0.107 -0.347
-0.347 -0.051 0.230
0.469 0.478 -0.599
0.976 -1.059 -0.113
-1.273 0.186 0.146
0.441 0.414 -0.069
-0.311 0.149 -0.271
0.580 0.270 0.171
-0.072 -0.948 -0.613
0.202 0.135 0.486
-0.156 0.635 0.383
0.212 0.118 0.343
-0.050 -0.432 0.222
0.053 -0.066 -0.102
0.034 0.142 -0.379
-0.345 0.202 -0.295
-0.223 -0.281 0.194
0.337 -0.123 0.001
-0.190 0.134 0.483
0.056 0.013 -0.018
-0.003 0.262 0.027
0.133 -0.030 -0.124
-0.122 -0.137 0.123
0.091 0.068 0.480
0.183 -0.221 0.078
-0.024 -0.233 -0.220
-0.180 0.008 -0.184
-0.244 0.318 -0.063
-0.203 -0.316 -0.135
-0.188 0.291 -0.186
-0.215 0.200 -0.425
-0.097 0.088 -0.223
0.244 0.198 -0.129
0.194 0.109 0.019
-0.014 -0.137 -0.133
-0.213 0.116 0.020
-0.063 0.075 0.454
0.097 -0.269 0.209
0.240 -0.164 -0.169
0.042 0.143 -0.276
-0.297 0.228 -0.062
0.175 -0.174 0.332
-0.052 -0.333 0.135
0.361 0.055 0.223
0.022 -0.122 0.518



DFT (ωB97M-V/def2-TZVPD) results for a molecular structure, C40H39AlGeN3O6SSi.

2S+1	2
HOMO-LUMO gap (alpha / beta)	6.502 / 7.332	eV
relative energy (zero: lowest compared OMol25 entry of this formula, charge and spin)	22.9	kJ/mol
molar mass	817.5	g/mol
HOMO energy (alpha / beta)	-0.26103 / -0.30510	Eh
E	-5170.6156	Ha
maximum force	0.3	eV/Å

Last column: Mulliken charge in e.
Element x y z (Å)
Al  -1.2881  -0.8324  1.6522  -0.886
O  3.0490  0.2487  5.4418  -0.535
C  2.2804  -0.0952  4.5927  0.072
C  2.1001  0.5598  3.2069  0.215
O  2.8842  1.2788  2.6374  -0.645
C  0.7823  0.0984  2.7805  0.302
C  0.2564  -0.8354  3.6398  0.692
O  -0.9333  -1.3330  3.3614  -0.703
C  1.1926  -1.1826  4.7131  0.221
O  1.1741  -2.1128  5.4773  -0.625
O  0.0701  0.4236  1.7195  1.013
N  -2.1088  0.6315  0.3695  -0.002
N  -3.4319  0.4511  -0.0258  -0.367
C  -4.1973  -0.4521  0.6171  0.871
N  -5.4376  -0.6170  0.1535  -0.436
S  -3.6428  -1.3008  1.9610  -0.639
H  -1.9522  1.5646  0.7515  0.203
H  -1.4798  0.5020  -0.4251  0.264
H  -3.7618  0.9623  -0.8305  0.266
H  -5.7892  -0.1241  -0.6495  0.185
H  -6.0333  -1.2907  0.6022  0.233
C  -1.3604  5.1045  3.8667  -0.514
C  -0.2752  4.2390  3.9317  -0.913
C  0.2107  3.6505  2.7748  0.272
C  -0.3674  3.9235  1.5309  0.190
C  -1.4526  4.8006  1.4816  -0.155
C  -1.9438  5.3877  2.6410  -0.701
Ge  0.3227  3.0067  -0.0360  -0.647
C  -0.6236  3.6063  -1.6419  0.081
C  -2.0178  3.5553  -1.7324  0.103
C  -2.6864  3.9664  -2.8764  -0.968
C  -1.9638  4.4223  -3.9703  -0.497
C  -0.5788  4.4650  -3.9070  -0.708
C  0.0842  4.0604  -2.7562  -0.334
C  2.2288  3.2409  -0.2359  0.074
C  2.9388  2.4275  -1.1204  -0.089
C  4.3144  2.5454  -1.2413  -0.712
C  4.9995  3.4727  -0.4686  -0.482
C  4.3065  4.2815  0.4192  -0.694
C  2.9293  4.1636  0.5388  -0.124
H  -1.7453  5.5608  4.7697  0.386
H  0.1935  4.0227  4.8832  0.467
H  1.0650  2.9851  2.8366  0.463
H  -1.9050  5.0567  0.5304  0.480
H  -2.7789  6.0750  2.5839  0.419
H  -2.6056  3.2180  -0.8812  0.689
H  -3.7690  3.9421  -2.9139  0.405
H  -2.4788  4.7469  -4.8651  0.392
H  -0.0099  4.8187  -4.7575  0.416
H  1.1665  4.1066  -2.7223  0.372
H  2.4160  1.6846  -1.7142  0.499
H  4.8547  1.9050  -1.9269  0.404
H  6.0753  3.5584  -0.5520  0.384
H  4.8404  4.9983  1.0298  0.407
H  2.4014  4.7956  1.2432  0.408
C  0.5792  -0.8400  -2.1976  -1.698
C  1.2383  -2.0346  -1.4980  2.546
C  1.9053  -2.9200  -2.5545  -1.916
C  2.3033  -1.5116  -0.5260  -1.859
Si  -0.0806  -2.9808  -0.5223  -0.994
O  -0.8815  -1.8998  0.3886  1.338
C  0.7213  -4.2762  0.5637  1.124
C  0.6713  -4.1199  1.9517  -0.191
C  1.3424  -4.9853  2.8058  -0.735
C  2.0683  -6.0441  2.2844  -0.561
C  2.1174  -6.2344  0.9101  -0.909
C  1.4572  -5.3558  0.0637  -0.388
C  -1.3570  -3.6991  -1.7030  0.411
C  -2.5256  -2.9729  -1.9467  0.342
C  -3.4872  -3.4177  -2.8432  -0.620
C  -3.2993  -4.6131  -3.5206  -0.550
C  -2.1506  -5.3565  -3.2917  -0.809
C  -1.1944  -4.9012  -2.3948  -0.141
H  1.3151  -0.3091  -2.8121  0.551
H  0.2001  -0.1189  -1.4648  -0.093
H  -0.2433  -1.1399  -2.8534  0.350
H  2.6585  -2.3426  -3.1018  0.516
H  1.1862  -3.3003  -3.2847  0.401
H  2.4192  -3.7711  -2.1043  0.313
H  3.0413  -0.9073  -1.0656  0.412
H  2.8363  -2.3274  -0.0331  0.358
H  1.8688  -0.8738  0.2477  0.283
H  0.0958  -3.3150  2.3897  0.222
H  1.2993  -4.8182  3.8748  0.523
H  2.5977  -6.7190  2.9450  0.375
H  2.6756  -7.0648  0.4960  0.401
H  1.5309  -5.5229  -1.0046  0.118
H  -2.6843  -2.0433  -1.4101  0.058
H  -4.3847  -2.8347  -3.0155  0.384
H  -4.0455  -4.9654  -4.2215  0.368
H  -2.0014  -6.2947  -3.8108  0.431
H  -0.3119  -5.5077  -2.2288  0.167

Atomic forces in eV per Å
0.002 0.138 -0.140
0.113 -0.128 -0.048
-0.084 0.091 -0.001
-0.013 -0.135 0.062
-0.037 0.132 0.025
0.041 0.080 0.021
-0.065 -0.079 0.111
0.117 -0.094 -0.166
0.053 0.017 -0.108
-0.060 0.074 0.113
-0.063 -0.096 0.186
-0.012 -0.013 0.008
0.016 -0.093 -0.009
0.037 0.045 0.026
-0.040 -0.003 0.013
0.020 0.048 0.045
-0.009 0.021 0.031
0.011 0.056 -0.007
0.002 -0.008 -0.035
0.010 0.012 -0.001
0.014 -0.014 -0.004
0.016 -0.018 0.028
-0.037 0.029 -0.020
0.071 -0.042 0.021
-0.099 -0.058 0.130
-0.001 0.032 -0.021
-0.016 0.003 -0.007
0.037 0.172 -0.188
-0.056 -0.009 -0.064
-0.043 -0.021 0.028
0.011 -0.008 -0.009
-0.018 0.009 -0.013
0.014 -0.012 -0.011
0.000 -0.024 -0.015
0.143 -0.119 0.037
-0.020 0.011 -0.023
0.010 0.002 -0.003
0.019 0.001 -0.010
-0.006 0.006 0.015
-0.012 0.021 -0.015
0.002 0.005 0.000
0.001 -0.002 0.005
-0.019 0.019 -0.027
0.004 -0.014 -0.006
0.000 0.001 0.000
0.015 0.035 0.023
-0.002 0.000 -0.001
0.002 -0.006 -0.003
0.000 0.007 0.002
0.002 0.007 0.012
-0.006 0.008 0.014
-0.002 -0.003 -0.004
0.001 -0.002 -0.001
-0.002 0.003 -0.001
-0.006 -0.013 0.010
-0.016 0.012 0.009
0.024 -0.007 -0.040
-0.003 0.010 -0.030
0.004 0.010 0.010
-0.011 0.078 0.003
-0.088 -0.122 0.061
0.013 -0.006 0.040
0.019 -0.028 0.012
-0.012 0.032 0.003
0.031 -0.032 0.000
-0.021 0.012 0.004
0.012 -0.016 -0.016
0.000 -0.007 -0.060
-0.015 0.000 0.005
0.008 0.009 0.008
-0.016 -0.008 -0.015
-0.012 -0.003 -0.004
0.013 -0.012 0.010
-0.002 -0.003 -0.011
0.033 0.003 0.002
-0.002 -0.015 0.002
0.000 0.004 -0.009
-0.013 0.000 0.007
0.012 -0.003 0.016
0.017 -0.011 0.003
-0.005 -0.013 -0.004
-0.016 0.018 -0.005
-0.003 0.023 -0.015
-0.011 -0.014 0.007
-0.009 -0.003 0.000
0.012 0.004 0.000
-0.003 0.011 -0.003
-0.001 0.009 -0.002
0.000 -0.002 0.002
0.001 -0.006 0.003
0.005 -0.002 -0.001
0.000 0.007 0.003